# 1
60
Properties=species:S:1:pos:R:3:forces:R:3:nbo_charge:R:1 method="wB97M-V/def2-TZVPD" e_above_lowest_kj_mol=148.6 e_lumo_ev="-1.76 / -0.68" total_energy_ev=-140242.616 gap_ha="0.2632 / 0.3027" spin_multiplicity=5
Mn 0.0391 1.1935 0.5384 -3.40 -0.05 -0.64 1.631
O 2.4348 -0.7956 2.4043 -0.32 0.14 0.00 -0.897
S 1.7572 0.1300 1.5673 2.66 -1.31 1.22 2.517
O 0.6963 0.9813 2.2682 -0.39 0.32 0.79 -0.901
O 2.5487 1.0563 0.7807 0.14 0.05 -0.08 -0.967
O 0.7989 -0.5487 0.5720 -0.37 -0.36 -0.48 -0.953
O 0.3773 1.6386 -1.3514 0.09 -1.03 0.07 -0.629
C 0.8553 2.6470 -0.7720 0.84 1.71 -1.84 0.780
O 0.1950 3.1017 0.2211 0.15 -0.76 1.00 -0.680
C 2.0316 3.4109 -1.2662 -0.01 -0.19 -0.04 -0.505
C 1.4446 4.7326 -1.7494 -0.27 0.12 0.45 -0.807
Ge 0.2810 5.5629 -0.3300 0.13 1.57 -0.26 1.580
C 0.3523 7.4868 -0.9222 -0.06 -0.90 0.36 -0.339
C 0.8080 8.5216 -0.1206 0.02 -0.02 0.10 -0.254
C 0.8692 9.8179 -0.6067 0.05 0.13 0.10 -0.201
C 0.4684 10.0910 -1.9015 0.00 0.18 -0.07 -0.220
C 0.0033 9.0678 -2.7101 -0.04 -0.01 -0.15 -0.215
C -0.0514 7.7757 -2.2188 -0.02 -0.01 -0.07 -0.233
C -1.6610 5.1541 -0.3976 0.75 0.09 0.14 -0.434
C -2.2132 4.1031 -1.1150 0.07 -0.04 -0.11 -0.214
C -3.5833 3.9051 -1.1217 -0.13 -0.06 -0.09 -0.216
C -4.4118 4.7425 -0.3929 -0.09 -0.04 0.00 -0.202
C -3.8693 5.7818 0.3439 -0.14 0.06 0.05 -0.235
C -2.5032 5.9900 0.3287 0.25 0.06 0.01 -0.146
C 1.0490 5.5323 1.4984 -0.39 -0.09 -0.91 -0.442
C 0.3058 5.0374 2.5596 0.02 0.02 -0.02 -0.213
C 0.8265 5.0583 3.8409 -0.15 -0.04 0.12 -0.194
C 2.0945 5.5647 4.0661 0.11 0.05 0.08 -0.210
C 2.8490 6.0417 3.0080 0.13 0.04 0.07 -0.230
C 2.3253 6.0244 1.7275 0.01 0.03 -0.16 -0.162
H 2.5399 2.8536 -2.0540 -0.04 -0.02 0.10 0.237
H 2.7145 3.5750 -0.4294 -0.07 -0.10 -0.02 0.258
H 0.8497 4.5577 -2.6462 -0.09 0.11 -0.07 0.229
H 2.2464 5.4217 -2.0162 -0.15 0.12 0.10 0.247
H 1.1191 8.3093 0.8924 0.05 0.06 0.12 0.215
H 1.2323 10.6156 0.0263 0.01 0.06 0.05 0.208
H 0.5162 11.1020 -2.2825 0.00 0.05 -0.01 0.210
H -0.3133 9.2783 -3.7218 -0.03 0.02 -0.08 0.209
H -0.4160 6.9748 -2.8487 -0.08 -0.03 -0.15 0.202
H -1.5773 3.4272 -1.6747 -0.06 -0.01 -0.04 0.206
H -4.0078 3.0971 -1.7014 -0.02 -0.07 -0.03 0.207
H -5.4812 4.5890 -0.4006 -0.09 -0.03 0.00 0.208
H -4.5117 6.4303 0.9241 -0.02 0.04 0.01 0.213
H -2.0703 6.8118 0.8855 -0.06 0.10 0.06 0.208
H -0.6748 4.6233 2.3711 -0.13 -0.03 0.07 0.216
H 0.2412 4.6819 4.6669 -0.04 -0.06 0.08 0.212
H 2.4999 5.5871 5.0665 0.03 -0.02 0.10 0.213
H 3.8414 6.4323 3.1799 0.09 0.01 0.03 0.212
H 2.9108 6.3973 0.8958 0.09 0.08 0.00 0.202
C -4.6353 -1.9739 0.2994 0.15 -0.15 0.02 -0.424
N -3.9524 -0.7032 0.3052 -0.14 0.18 -0.02 -0.604
C -2.6305 -0.5279 0.5013 -0.37 0.20 -0.05 0.803
N -1.8612 -1.6107 0.6893 0.35 -0.03 -0.05 -0.825
O -2.1846 0.6405 0.5213 1.23 0.29 0.08 -0.754
H -5.6990 -1.7973 0.1704 0.00 -0.03 0.00 0.227
H -4.4826 -2.5076 1.2411 -0.06 -0.02 -0.04 0.203
H -4.2878 -2.5984 -0.5291 -0.10 -0.03 0.04 0.196
H -4.4862 0.1481 0.2275 0.16 -0.06 -0.01 0.418
H -2.1971 -2.5306 0.4640 0.04 0.04 0.08 0.402
H -0.8545 -1.4471 0.7462 -0.31 -0.27 -0.01 0.441



# 2
57
Properties=species:S:1:pos:R:3:forces:R:3:lowdin_charge:R:1 method="wB97M-V/def2-TZVPD" e_lumo_ev=-12.79 total_energy_ev=-121395.392 gap_ha=0.2520 charge=+4
Tc 1.5831 -0.6117 2.2547 -0.43 0.14 0.13 0.736
N 1.4349 -2.5577 3.2635 0.03 0.04 -0.01 -0.046
N 0.6320 -2.5905 4.4316 -0.02 0.00 0.02 -0.016
C 0.1619 -1.4470 4.9452 -0.01 0.00 0.00 -0.720
N -0.4530 -1.4481 6.1008 0.00 0.00 0.00 0.192
S 0.3679 0.0459 4.0812 0.06 0.00 -0.06 0.735
H 1.0846 -3.2688 2.6237 -0.01 0.01 -0.01 0.126
H 2.3842 -2.8466 3.5214 -0.01 -0.02 0.00 0.146
H 0.5931 -3.4675 4.9383 0.02 0.00 0.00 0.188
H -0.5425 -2.2704 6.6855 -0.01 0.00 0.00 0.160
H -0.8308 -0.5873 6.4765 0.00 0.00 0.00 0.145
S 3.2808 1.0033 2.2593 0.01 0.02 0.01 0.639
C 3.4923 2.2109 1.0407 -0.03 -0.03 -0.01 -1.010
N 4.5180 3.0086 1.1051 0.02 0.02 0.00 -0.003
C 4.7046 3.9402 -0.0220 0.00 0.00 -0.01 -0.141
C 3.3194 4.1050 -0.6386 -0.01 0.01 0.01 -0.339
S 2.4529 2.5233 -0.2898 0.01 0.00 0.00 0.958
H 5.2096 2.9353 1.8454 -0.01 -0.01 0.01 0.178
H 5.4217 3.4990 -0.7162 0.00 0.00 0.00 0.145
H 5.0997 4.8857 0.3434 0.00 0.00 0.01 0.151
H 3.3634 4.2640 -1.7125 0.00 -0.01 0.00 0.100
H 2.7450 4.9018 -0.1710 0.00 0.00 0.00 0.101
C 0.4512 -0.5331 1.0147 0.59 -0.28 -0.24 -0.441
Ge -0.8063 -0.3150 -0.4353 -0.23 0.04 0.11 1.191
C -1.0839 -2.0166 -1.6820 0.05 0.27 0.09 -0.306
C -0.6840 -3.0871 -0.8312 -0.04 -0.11 0.06 -0.034
C -1.5808 -4.0777 -0.4922 0.04 0.00 0.00 -0.005
C -2.8849 -4.0405 -0.9845 0.01 0.01 0.00 0.043
C -3.3073 -2.9909 -1.8016 0.03 0.05 -0.03 0.013
C -2.4266 -1.9929 -2.1548 -0.11 -0.09 -0.03 0.008
C -0.0393 -1.0311 -2.2570 0.06 -0.04 -0.12 -0.314
C 1.3561 -1.3367 -2.2061 -0.05 0.01 0.00 0.002
C 2.2494 -0.6317 -2.9723 0.01 0.00 0.01 -0.004
C 1.7995 0.3867 -3.8208 -0.02 0.00 -0.01 0.034
C 0.4524 0.7326 -3.8726 0.03 0.02 -0.01 0.008
C -0.4636 0.0339 -3.1160 0.03 -0.01 0.04 -0.010
C -2.2271 0.9489 -0.4204 0.00 -0.05 0.03 -0.327
C -1.9552 2.2901 -0.6989 0.00 0.01 0.01 -0.095
C -2.9978 3.2013 -0.6430 0.03 0.00 -0.01 -0.026
C -4.2786 2.7777 -0.3048 -0.01 -0.01 0.00 -0.002
C -4.5336 1.4419 -0.0165 0.01 0.01 0.00 -0.022
C -3.5071 0.5114 -0.0711 -0.02 0.01 -0.01 -0.091
H 0.3384 -3.1531 -0.4843 0.00 0.00 0.00 0.110
H -1.2584 -4.9093 0.1198 -0.02 0.00 0.00 0.133
H -3.5737 -4.8408 -0.7425 0.00 0.00 0.00 0.146
H -4.3161 -2.9752 -2.1933 0.00 -0.02 0.01 0.146
H -2.7585 -1.2205 -2.8341 -0.02 -0.02 0.02 0.136
H 1.7136 -2.1676 -1.6147 0.00 0.00 0.00 0.125
H 3.2974 -0.9002 -2.9597 0.00 0.00 0.00 0.139
H 2.5082 0.9001 -4.4597 0.00 0.00 0.00 0.144
H 0.1120 1.5164 -4.5362 0.00 0.00 0.00 0.143
H -1.5119 0.2906 -3.1962 0.02 0.02 0.00 0.128
H -0.9598 2.6260 -0.9652 0.00 0.00 0.00 0.097
H -2.8125 4.2432 -0.8672 -0.01 0.00 0.00 0.131
H -5.0866 3.4965 -0.2670 0.00 0.00 0.00 0.136
H -5.5331 1.1238 0.2478 0.00 0.00 0.00 0.132
H -3.7144 -0.5283 0.1529 0.00 0.00 -0.01 0.108